Molecular formula: C23H15HgO5P
Method: DFT, ωB97M-V/def2-TZVPD

Cartesian coordinates (Å):
O (-0.03, 3.19, -4.18)
C (-0.03, 2.11, -3.80)
Hg (-0.03, 0.17, -2.69)
O (-0.03, -1.89, -5.98)
C (-0.03, -1.29, -4.98)
C (-0.04, -2.77, -2.04)
O (-0.04, -3.80, -1.66)
C (-2.27, -0.49, -2.84)
O (-3.38, -0.74, -2.79)
C (2.22, -0.49, -2.85)
O (3.32, -0.73, -2.77)
C (-0.71, 4.08, 2.02)
C (0.10, 4.07, 0.86)
C (0.29, 2.89, 0.15)
C (-0.37, 1.73, 0.61)
C (-1.13, 1.70, 1.79)
C (-1.32, 2.90, 2.47)
P (0.04, 0.18, -0.16)
C (1.68, -0.29, 0.43)
C (2.25, -1.56, 0.10)
C (3.47, -1.91, 0.66)
C (4.17, -1.02, 1.50)
C (3.64, 0.24, 1.76)
C (2.41, 0.64, 1.21)
C (-1.34, -0.87, 0.33)
C (-1.05, -2.07, 1.01)
C (-2.11, -2.82, 1.50)
C (-3.45, -2.43, 1.29)
C (-3.73, -1.26, 0.57)
C (-2.68, -0.48, 0.08)
H (-0.86, 5.01, 2.56)
H (0.58, 4.97, 0.51)
H (0.93, 2.84, -0.74)
H (-1.58, 0.78, 2.14)
H (-1.94, 2.90, 3.35)
H (1.70, -2.24, -0.54)
H (3.87, -2.90, 0.46)
H (5.13, -1.32, 1.95)
H (4.16, 0.94, 2.40)
H (2.00, 1.62, 1.41)
H (-0.01, -2.33, 1.17)
H (-1.87, -3.72, 2.06)
H (-4.26, -3.05, 1.68)
H (-4.76, -0.95, 0.41)
H (-2.90, 0.45, -0.44)

Output
LUMO energy (eV): -6.966
Max |F| (eV/A): 5.382
Net charge: +2
Orbital gap (Eh): 0.2905

natural (NBO) atomic charge list, values in e, 8 entries:
1. O -0.315
2. C 0.417
3. Hg 1.252
4. O -0.378
5. C 0.442
6. C 0.441
7. O -0.401
8. C 0.430